A 10-piece molecular cluster, C12H44N8O10 overall in a non-equilibrium geometry, computed with the ωB97M-V functional and the def2-TZVPD basis.

Last column: Mulliken charge in e.
CARTESIAN COORDINATES (ANGSTROEM)
C: -23.520 14.802 16.535  -0.97
C: -22.193 15.222 17.141  0.95
O: -21.210 15.573 16.127  -0.64
H: -23.889 15.485 15.786  0.46
H: -24.260 14.679 17.333  0.38
H: -23.439 13.896 16.020  -0.06
H: -21.846 14.472 17.792  -0.70
H: -22.284 16.143 17.790  0.24
H: -20.379 15.142 16.298  0.26
C: -21.378 12.500 14.335  -0.18
C: -20.106 11.695 14.467  -0.83
O: -20.165 10.306 14.027  -0.60
H: -22.264 11.947 14.809  -0.32
H: -21.705 12.585 13.295  0.43
H: -21.323 13.484 14.709  0.23
H: -19.983 11.603 15.545  0.51
H: -19.252 12.216 14.020  0.41
H: -19.213 10.140 13.917  0.38
C: -18.505 13.860 16.632  0.46
O: -17.696 12.805 16.308  -0.68
N: -18.573 15.033 16.060  -0.41
N: -19.269 13.833 17.648  -0.27
H: -18.179 15.159 15.103  0.22
H: -18.776 15.912 16.654  0.34
H: -19.293 12.980 18.247  0.18
H: -19.478 14.658 18.281  0.24
C: -21.418 9.088 17.048  0.26
O: -20.238 9.371 17.720  -0.75
N: -21.823 9.584 15.921  -0.42
N: -22.307 8.321 17.623  -0.26
H: -21.130 10.070 15.274  0.37
H: -22.794 9.303 15.432  0.21
H: -22.097 7.883 18.530  0.19
H: -23.137 7.938 16.995  0.25
C: -22.162 6.680 20.598  0.69
O: -23.330 6.713 21.318  -0.82
N: -21.463 7.716 20.215  -0.26
N: -21.548 5.623 20.337  -0.36
H: -21.711 8.682 20.590  0.06
H: -20.577 7.691 19.701  0.35
H: -21.973 4.781 20.839  0.32
H: -20.552 5.526 20.062  0.24
C: -22.714 11.608 18.866  0.24
O: -22.604 12.568 19.845  -0.85
N: -23.291 10.469 18.960  0.94
N: -22.124 11.776 17.765  1.55
H: -23.797 10.203 19.815  0.04
H: -22.919 9.652 18.447  -0.37
H: -21.636 12.679 17.573  -0.91
H: -22.137 11.100 16.915  -0.41
C: -25.365 11.526 15.952  -0.59
O: -24.733 10.433 16.651  -0.48
H: -26.422 11.408 16.061  0.33
H: -24.982 11.585 14.980  0.26
H: -25.111 12.447 16.453  0.08
H: -24.259 10.879 17.412  0.35
C: -21.829 10.047 23.002  -0.85
O: -21.545 9.963 21.670  -0.44
H: -22.925 10.039 23.029  0.27
H: -21.312 10.934 23.352  0.31
H: -21.322 9.215 23.475  0.29
H: -21.762 10.828 21.309  0.19
C: -20.765 14.180 21.950  -0.60
O: -21.340 14.829 20.815  -0.51
H: -19.976 14.885 22.226  0.31
H: -20.371 13.171 21.761  0.15
H: -21.461 14.088 22.730  0.30
H: -22.040 14.231 20.546  0.45
C: -25.428 8.455 19.899  -0.56
O: -24.562 8.921 20.909  -0.64
H: -26.173 9.192 19.611  0.26
H: -25.845 7.557 20.279  0.39
H: -24.794 8.187 19.034  0.06
H: -24.045 8.151 21.290  0.37

Values from the calculation:
SMILES: NC(N)=O.NC(N)=O.NC(N)=O.NC(N)=O.CCO.CCO.CO.CO.CO.CO
Frontier orbital gap: 9.71 eV
Energy relative to the best compared isomer or geometry (same formula, charge and spin): 3.355 eV
E_tot: -1673.918351 a.u.
LUMO level: 0.35 eV
Spin multiplicity: 1

A 4-piece molecular cluster, C16H29IO12 overall in a non-equilibrium geometry, computed with the ωB97M-V functional and the def2-TZVPD basis.

Last column: natural (NBO) charge in e.
CARTESIAN COORDINATES (ANGSTROEM)
O: 0.839 -1.802 1.869  -0.55
C: 0.747 -1.103 0.706  0.36
I: 1.406 -2.030 -1.166  0.17
C: 0.152 0.450 0.776  -0.19
O: -0.720 0.540 1.956  -0.51
C: -2.024 1.148 1.648  0.97
O: -2.028 2.343 0.998  -0.57
O: -3.341 0.603 2.033  -0.53
C: -3.600 -0.707 1.415  0.16
O: -4.906 -0.790 0.723  -0.25
O: -4.916 -0.089 -0.377  -0.44
H: 1.113 1.146 0.853  0.29
H: -0.401 0.719 -0.242  0.24
H: -2.690 -1.092 0.745  0.18
H: -3.664 -1.494 2.311  0.20
H: -4.675 0.869 -0.204  0.46
O: 4.729 -1.706 -0.687  -0.59
C: 5.178 -2.415 0.208  0.80
O: 4.762 -3.695 0.340  -0.51
C: 5.348 -4.658 1.235  -0.07
C: 4.760 -4.529 2.628  -0.64
C: 6.125 -1.852 1.226  -0.75
H: 6.440 -4.587 1.230  0.17
H: 5.101 -5.646 0.834  0.20
H: 4.968 -3.549 3.064  0.21
H: 5.169 -5.297 3.292  0.22
H: 3.671 -4.635 2.594  0.23
H: 5.555 -1.327 1.995  0.25
H: 6.794 -1.145 0.724  0.24
H: 6.768 -2.597 1.693  0.22
O: 3.264 2.217 0.677  -0.60
C: 4.356 2.465 0.175  0.81
O: 4.461 2.693 -1.154  -0.50
C: 5.652 3.164 -1.811  -0.07
C: 6.584 2.010 -2.133  -0.64
C: 5.605 2.432 1.006  -0.74
H: 6.140 3.949 -1.227  0.18
H: 5.327 3.631 -2.746  0.20
H: 6.923 1.500 -1.228  0.21
H: 7.462 2.365 -2.680  0.22
H: 6.067 1.261 -2.742  0.23
H: 5.941 1.398 1.107  0.25
H: 5.372 2.835 1.997  0.25
H: 6.415 3.043 0.613  0.22
O: -11.328 2.561 -1.408  -0.58
C: -10.242 2.024 -1.597  0.80
O: -10.147 0.933 -2.392  -0.51
C: -8.909 0.337 -2.819  -0.07
C: -8.381 -0.623 -1.769  -0.64
C: -9.015 2.508 -0.882  -0.74
H: -8.178 1.102 -3.096  0.18
H: -9.133 -0.222 -3.733  0.20
H: -8.158 -0.111 -0.830  0.21
H: -7.468 -1.114 -2.121  0.22
H: -9.129 -1.390 -1.542  0.22
H: -8.996 2.083 0.124  0.25
H: -9.062 3.599 -0.813  0.25
H: -8.083 2.277 -1.394  0.22

Values from the calculation:
SMILES: O=C(I)COC(=O)OCOO.CCOC(C)=O.CCOC(C)=O.CCOC(C)=O
Frontier orbital gap: 9.55 eV
E_tot: -1827.352709 a.u.
LUMO level: -0.19 eV
Spin multiplicity: 1

A 2-piece molecular cluster, C4H11NO overall in a non-equilibrium geometry, computed with the ωB97M-V functional and the def2-TZVPD basis.

Last column: natural (NBO) charge in e.
CARTESIAN COORDINATES (ANGSTROEM)
C: -1.286 3.282 -0.987  -0.66
C: -0.836 2.068 -0.198  0.22
C: 0.071 2.157 0.781  -0.54
C: -1.095 -0.401 -0.148  -0.42
N: -1.186 0.873 -0.859  -0.65
H: -0.499 3.498 -1.714  0.22
H: -2.120 3.022 -1.642  0.21
H: -1.529 4.130 -0.356  0.23
H: 0.669 2.955 1.179  0.22
H: 0.405 1.185 1.133  0.18
H: -0.437 -1.141 -0.598  0.19
H: -0.885 -0.387 0.916  0.22
H: -2.133 -0.771 -0.199  0.19
H: -1.218 0.930 -1.857  0.39
H: 3.174 -6.372 0.437  0.47
H: 3.497 -5.411 1.574  0.47
O: 3.522 -6.322 1.340  -0.94

Values from the calculation:
SMILES: C=C(C)NC.O
Frontier orbital gap: 8.63 eV
Energy relative to the best compared isomer or geometry (same formula, charge and spin): 2.087 eV
E_tot: -288.940314 a.u.
LUMO level: 0.83 eV
Spin multiplicity: 1

One molecule with the formula C4H5N3S in a non-equilibrium geometry, computed with the ωB97M-V functional and the def2-TZVPD basis.

Last column: natural (NBO) charge in e.
CARTESIAN COORDINATES (ANGSTROEM)
C: -0.354 1.996 -0.156  -0.04
C: -0.528 0.607 0.199  -0.37
C: 0.586 -0.067 -0.249  0.27
C: -0.919 -1.734 0.943  -0.30
N: 0.862 2.142 -0.671  -0.27
N: 1.420 0.894 -0.701  -0.36
N: 0.700 -1.452 -0.183  -0.64
S: -1.975 -0.357 0.477  0.28
H: -1.018 2.888 -0.093  0.22
H: -1.341 -2.608 0.607  0.21
H: -0.328 -1.545 1.776  0.22
H: 2.405 1.015 -0.833  0.42
H: 0.491 -1.780 -1.117  0.36

Values from the calculation:
Frontier orbital gap: 8.53 eV
Energy relative to the best compared isomer or geometry (same formula, charge and spin): 3.352 eV
E_tot: -717.770463 a.u.
LUMO level: 0.39 eV
Spin multiplicity: 1

One molecule with the formula C4H10ClN2PS in a non-equilibrium geometry, computed with the ωB97M-V functional and the def2-TZVPD basis.

Last column: natural (NBO) charge in e.
CARTESIAN COORDINATES (ANGSTROEM)
C: -1.279 -0.786 -0.133  -0.23
C: -1.219 0.785 -0.307  -0.21
C: 0.222 -2.490 0.954  -0.45
C: 0.499 2.481 -0.743  -0.41
N: -0.047 -1.061 0.737  -0.72
N: 0.138 1.111 -0.513  -0.79
P: 1.266 0.079 0.168  1.53
S: 2.692 0.575 1.339  -0.48
Cl: 2.052 -0.964 -1.405  -0.30
H: -2.089 -1.123 0.430  0.20
H: -1.229 -1.448 -1.031  0.19
H: -1.765 1.285 -1.173  0.21
H: -1.567 1.374 0.582  0.18
H: -0.251 -2.574 1.971  0.20
H: -0.469 -3.102 0.360  0.21
H: 1.304 -2.601 1.172  0.24
H: 1.500 2.599 -1.127  0.23
H: -0.111 2.908 -1.561  0.21
H: 0.351 2.952 0.279  0.20

Values from the calculation:
SMILES: CN1CCN(C)P1(=S)Cl
Frontier orbital gap: 9.78 eV
E_tot: -1467.674915 a.u.
LUMO level: 0.80 eV
Spin multiplicity: 1

A 8-piece molecular cluster, C24H68N4O12 overall in a non-equilibrium geometry, computed with the ωB97M-V functional and the def2-TZVPD basis.

Last column: Löwdin spin population.
CARTESIAN COORDINATES (ANGSTROEM)
O: 27.509 -21.920 -21.809  0.00
H: 28.064 -22.276 -21.116  0.00
H: 26.639 -22.277 -21.627  0.00
O: 27.603 -20.299 -24.056  0.00
H: 27.493 -21.021 -23.438  0.00
H: 26.765 -19.837 -24.038  0.00
O: 25.135 -22.975 -21.255  0.00
H: 24.885 -23.680 -20.658  0.00
H: 24.699 -23.192 -22.078  0.00
O: 29.080 -23.010 -19.652  0.00
H: 28.658 -22.934 -18.796  0.00
H: 29.898 -23.475 -19.476  0.00
C: 24.532 -20.128 -23.704  0.00
O: 25.141 -18.860 -23.873  0.00
C: 24.559 -17.971 -24.891  0.01
C: 24.781 -18.521 -26.362  0.07
N: 26.228 -18.888 -26.500  0.69
C: 26.641 -19.286 -27.843  0.09
C: 26.581 -18.219 -28.938  0.02
O: 26.535 -18.965 -30.158  0.00
C: 26.565 -18.169 -31.331  0.00
H: 24.918 -20.635 -22.819  0.00
H: 24.589 -20.836 -24.530  0.00
H: 23.465 -19.978 -23.537  0.00
H: 25.049 -17.003 -24.786  0.00
H: 23.533 -17.710 -24.632  0.00
H: 24.451 -17.771 -27.081  0.00
H: 24.072 -19.330 -26.540  0.03
H: 26.538 -19.546 -25.799  0.02
H: 25.921 -20.063 -28.102  0.05
H: 27.604 -19.795 -27.880  0.00
H: 27.555 -17.733 -28.873  0.00
H: 25.784 -17.487 -28.804  0.00
H: 27.590 -17.819 -31.452  0.00
H: 25.831 -17.363 -31.302  0.00
H: 26.257 -18.817 -32.151  0.00
C: 20.203 -27.157 -24.087  0.00
O: 20.740 -25.945 -23.622  0.00
C: 22.175 -25.874 -23.619  0.00
C: 22.519 -24.473 -23.199  0.00
N: 23.736 -23.905 -23.708  0.00
C: 24.938 -24.831 -23.836  0.00
C: 26.124 -24.080 -24.511  0.00
O: 25.589 -23.309 -25.610  0.00
C: 26.673 -22.728 -26.408  0.00
H: 20.662 -28.040 -23.641  0.00
H: 20.231 -27.253 -25.172  0.00
H: 19.160 -27.343 -23.832  0.00
H: 22.403 -26.170 -24.643  0.00
H: 22.684 -26.597 -22.981  0.00
H: 22.682 -24.518 -22.122  0.00
H: 21.727 -23.746 -23.382  0.00
H: 23.509 -23.547 -24.625  0.00
H: 24.635 -25.712 -24.401  0.00
H: 25.242 -25.163 -22.843  0.00
H: 26.866 -24.802 -24.852  0.00
H: 26.569 -23.434 -23.754  0.00
H: 27.417 -22.194 -25.816  0.00
H: 26.284 -22.020 -27.140  0.00
H: 27.141 -23.541 -26.963  0.00
C: 28.368 -18.032 -21.704  0.00
O: 29.045 -17.999 -20.533  0.00
C: 29.760 -19.244 -20.247  0.00
C: 30.784 -19.033 -19.129  0.00
N: 31.714 -17.968 -19.364  0.00
C: 31.983 -17.140 -18.183  0.00
C: 33.025 -16.020 -18.505  0.00
O: 32.333 -14.986 -19.133  0.00
C: 33.077 -13.841 -19.521  0.00
H: 29.121 -18.204 -22.473  0.00
H: 28.058 -17.006 -21.904  0.00
H: 27.429 -18.586 -21.735  0.00
H: 30.261 -19.601 -21.147  0.00
H: 28.981 -19.991 -20.093  0.00
H: 31.406 -19.909 -18.943  0.00
H: 30.196 -18.914 -18.219  0.00
H: 31.341 -17.490 -20.172  0.00
H: 32.367 -17.778 -17.387  0.00
H: 31.079 -16.741 -17.723  0.00
H: 33.847 -16.386 -19.120  0.00
H: 33.416 -15.602 -17.578  0.00
H: 33.584 -13.360 -18.685  0.00
H: 32.271 -13.164 -19.804  0.00
H: 33.836 -13.910 -20.301  0.00
C: 30.069 -23.639 -23.645  0.00
O: 31.371 -23.198 -23.205  0.00
C: 31.423 -21.884 -22.638  0.00
C: 32.877 -21.346 -22.575  0.00
N: 33.602 -22.018 -21.564  0.00
C: 33.318 -21.469 -20.233  0.00
C: 34.293 -21.836 -19.138  0.00
O: 34.037 -23.138 -18.656  0.00
C: 35.142 -23.653 -17.894  0.00
H: 30.108 -24.670 -23.997  0.00
H: 29.576 -23.019 -24.394  0.00
H: 29.430 -23.596 -22.763  0.00
H: 31.026 -21.879 -21.622  0.00
H: 30.837 -21.229 -23.282  0.00
H: 32.732 -20.308 -22.276  0.00
H: 33.360 -21.355 -23.552  0.00
H: 33.231 -22.957 -21.592  0.00
H: 32.290 -21.686 -19.941  0.00
H: 33.397 -20.384 -20.295  0.00
H: 34.146 -21.147 -18.306  0.00
H: 35.321 -21.583 -19.397  0.00
H: 35.838 -23.999 -18.658  0.00
H: 34.799 -24.524 -17.336  0.00
H: 35.699 -22.922 -17.308  0.00

Values from the calculation:
Frontier orbital gap (alpha / beta): 7.64 / 2.43 eV
Charge: +1
E_tot: -2076.570223 a.u.
LUMO level (alpha / beta): -2.25 / -7.46 eV
Spin multiplicity: 2

Look up the spin multiplicity of the first one. 1